Record 1
Below is an isolated ion of composition C6H10N and charge +1 at a distorted geometry, with properties calculated with ωB97M-V/def2-TZVPD.

Cartesian coordinates (Å):
C (-1.73, 0.57, -1.17)
C (-0.16, 0.25, -0.70)
C (0.50, 1.58, -0.69)
C (-0.40, -0.25, 0.73)
C (-0.56, -1.53, 0.99)
C (0.52, -2.03, 1.33)
N (1.73, -1.97, 1.66)
H (-1.66, 1.06, -2.18)
H (-2.38, 1.12, -0.55)
H (-2.01, -0.44, -1.14)
H (0.19, -0.47, -1.42)
H (0.30, 2.28, -1.46)
H (1.56, 1.37, -0.54)
H (0.17, 2.17, 0.23)
H (-0.61, 0.60, 1.36)
H (2.06, -2.10, 2.60)
H (2.47, -2.21, 0.96)

As for the largest force on an atom: 4.46 eV/A. For the energy above the lowest of the compared OMol25 structures with the same formula, charge and spin, the calculation gives 81.1 kcal per mole. The HOMO-LUMO gap is 9.98 eV. As for the charge: +1. The SMILES is CC(C)C=C=C=[NH2+]. The value obtained for the LUMO energy is -4.802 eV.

=====

Record 2
Below is C7H25BFNOP2Pm as an isolated structure at a distorted geometry, with properties calculated with ωB97M-V/def2-TZVPD.

Cartesian coordinates (Å):
Pm (0.96, 0.00, 1.61)
H (3.88, 0.34, -2.25)
H (-1.37, -0.24, -0.61)
P (0.13, -2.27, 0.32)
P (-0.04, 2.34, 0.65)
C (1.64, 3.00, 1.02)
H (1.48, 4.08, 1.12)
H (2.09, 2.64, 1.96)
H (2.34, 2.82, 0.19)
C (-0.24, 3.04, -1.04)
H (-1.31, 3.15, -1.27)
H (0.24, 4.02, -1.12)
H (0.24, 2.37, -1.77)
C (-1.05, 3.56, 1.54)
H (-1.06, 3.37, 2.62)
H (-0.63, 4.56, 1.35)
H (-2.09, 3.53, 1.17)
C (0.91, -3.03, -1.15)
H (0.94, -4.12, -1.02)
H (0.34, -2.80, -2.07)
H (1.94, -2.67, -1.28)
C (1.14, -3.13, 1.61)
H (0.70, -3.12, 2.62)
H (1.16, -4.16, 1.24)
H (2.18, -2.78, 1.69)
C (-1.39, -3.27, 0.42)
H (-1.92, -3.27, -0.55)
H (-1.11, -4.31, 0.67)
H (-2.07, -2.91, 1.20)
C (-1.47, -0.17, 1.75)
O (-2.62, -0.29, 1.56)
H (-2.59, -0.90, -1.47)
H (-2.45, 0.74, -1.38)
H (-0.63, 0.91, -3.07)
H (-0.46, -1.18, -2.86)
B (-0.97, -0.14, -2.66)
N (-1.91, -0.12, -1.49)
H (3.35, 0.38, -2.82)
F (1.73, 0.06, 3.56)

As for the largest force on an atom: 3.56 eV/A. The HOMO-LUMO gap (alpha / beta) is 4.95 / 8.42 eV. As for the charge: +2. Its multiplicity is 6. The value obtained for the LUMO energy (alpha / beta) is -8.083 / -8.090 eV.

=====

Record 3
Below is C40H63BF6N3NaO7S3Si as an isolated structure at a distorted geometry, with properties calculated with ωB97M-V/def2-TZVPD.

Cartesian coordinates (Å):
Na (-1.71, 0.01, -0.18)
F (-5.86, 2.61, 0.47)
C (-4.57, 2.90, 0.68)
F (-4.19, 2.23, 1.78)
F (-4.50, 4.22, 0.96)
S (-3.51, 2.48, -0.78)
O (-3.43, 1.03, -0.68)
O (-4.26, 3.03, -1.88)
N (-2.18, 3.24, -0.60)
S (-0.87, 2.75, 0.28)
O (-1.16, 1.53, 1.10)
O (-0.34, 1.16, -1.55)
C (-1.10, 4.04, 1.59)
F (0.09, 4.11, 2.22)
F (-2.02, 3.76, 2.52)
F (-1.37, 5.25, 1.10)
C (-3.07, 0.32, 4.01)
C (-3.06, -1.15, 3.61)
C (-3.92, -1.36, 2.37)
C (-3.54, -2.03, 4.75)
O (-1.70, -1.45, 3.35)
Si (-0.91, -2.63, 2.50)
S (-1.11, -2.65, 0.48)
O (-1.43, -4.03, 3.26)
C (-1.29, -5.37, 2.87)
C (0.10, -5.62, 2.30)
C (-2.36, -5.71, 1.84)
C (-1.49, -6.20, 4.14)
O (0.67, -2.41, 2.97)
C (1.22, -2.07, 4.23)
C (0.95, -0.61, 4.55)
C (2.72, -2.30, 4.08)
C (0.65, -2.96, 5.33)
H (-4.09, 0.69, 4.13)
H (-2.58, 0.92, 3.24)
H (-2.54, 0.46, 4.95)
H (-4.96, -1.15, 2.61)
H (-3.83, -2.38, 2.00)
H (-3.63, -0.69, 1.56)
H (-4.59, -1.81, 4.99)
H (-2.94, -1.86, 5.64)
H (-3.45, -3.08, 4.48)
H (0.26, -5.04, 1.39)
H (0.23, -6.68, 2.06)
H (0.86, -5.32, 3.02)
H (-2.26, -5.07, 0.96)
H (-3.35, -5.53, 2.27)
H (-2.29, -6.76, 1.54)
H (-0.74, -5.94, 4.88)
H (-1.42, -7.27, 3.93)
H (-2.48, -6.00, 4.56)
H (1.32, 0.03, 3.74)
H (1.48, -0.33, 5.47)
H (-0.11, -0.42, 4.67)
H (3.11, -1.69, 3.27)
H (2.91, -3.35, 3.84)
H (3.25, -2.05, 5.00)
H (-0.42, -2.84, 5.41)
H (1.11, -2.71, 6.29)
H (0.85, -4.01, 5.10)
C (-0.19, 5.58, -2.01)
C (1.19, 5.05, -2.41)
C (2.03, 6.14, -3.07)
C (1.91, 4.44, -1.23)
C (2.29, 5.24, -0.15)
C (2.92, 4.70, 0.95)
C (3.21, 3.34, 0.98)
C (2.87, 2.51, -0.08)
C (3.20, 1.03, -0.05)
C (4.62, 0.76, 0.47)
C (2.17, 0.26, 0.76)
C (2.19, 3.07, -1.18)
N (1.80, 2.25, -2.26)
B (0.65, 1.33, -2.37)
N (0.93, 0.69, -3.68)
C (2.12, 1.19, -4.21)
C (2.62, 2.13, -3.38)
C (0.41, -0.51, -4.20)
C (-0.70, -0.50, -5.05)
C (-1.15, -1.72, -5.54)
C (-0.52, -2.91, -5.23)
C (0.59, -2.90, -4.40)
C (1.06, -1.70, -3.87)
C (2.25, -1.71, -2.93)
C (3.51, -2.24, -3.60)
C (1.93, -2.49, -1.65)
C (-1.54, 0.72, -5.41)
C (-0.82, 2.05, -5.68)
C (-2.61, 0.93, -4.35)
H (-0.68, 6.03, -2.88)
H (-0.11, 6.34, -1.23)
H (-0.84, 4.78, -1.64)
H (1.04, 4.25, -3.14)
H (2.17, 6.99, -2.40)
H (1.53, 6.51, -3.97)
H (3.01, 5.77, -3.35)
H (2.05, 6.30, -0.17)
H (3.17, 5.32, 1.80)
H (3.70, 2.92, 1.85)
H (3.16, 0.68, -1.09)
H (4.71, 1.00, 1.53)
H (5.37, 1.34, -0.08)
H (4.85, -0.30, 0.36)
H (2.18, 0.59, 1.80)
H (2.37, -0.81, 0.75)
H (1.16, 0.41, 0.38)
H (2.51, 0.86, -5.16)
H (3.51, 2.74, -3.51)
H (-2.02, -1.73, -6.19)
H (-0.88, -3.85, -5.64)
H (1.09, -3.82, -4.13)
H (2.44, -0.67, -2.64)
H (3.39, -3.29, -3.89)
H (4.36, -2.19, -2.92)
H (3.75, -1.67, -4.50)
H (1.74, -3.54, -1.87)
H (1.07, -2.10, -1.12)
H (2.78, -2.44, -0.96)
H (-2.03, 0.44, -6.35)
H (-0.54, 2.55, -4.76)
H (-1.52, 2.71, -6.21)
H (0.07, 1.94, -6.29)
H (-2.14, 1.15, -3.39)
H (-3.22, 0.04, -4.22)
H (-3.26, 1.77, -4.59)

As for the largest force on an atom: 1.86 eV/A. For the energy above the lowest of the compared OMol25 structures with the same formula, charge and spin, the calculation gives 0.0 kcal per mole. The HOMO-LUMO gap is 5.98 eV. As for the charge: -2. The value obtained for the LUMO energy is 3.705 eV.

=====

Record 4
Below is one molecule with the formula C8H9NO at a distorted geometry, with properties calculated with ωB97M-V/def2-TZVPD.

Cartesian coordinates (Å):
C (-2.11, -0.82, 0.58)
C (-2.57, 0.44, 0.31)
C (-0.72, -1.17, 0.28)
C (-1.73, 1.39, -0.20)
C (0.09, -0.18, -0.24)
C (-0.35, 1.15, -0.37)
C (1.51, -0.58, -0.72)
C (2.50, 0.10, 0.04)
N (0.61, 2.06, -0.50)
O (2.94, -0.50, 1.14)
H (-2.71, -1.64, 1.02)
H (-3.71, 0.80, 0.22)
H (-0.55, -2.27, 0.40)
H (-2.07, 2.43, -0.35)
H (1.48, -1.69, -0.41)
H (1.51, -0.48, -1.76)
H (3.22, 0.91, -0.24)
H (0.39, 2.93, -0.87)
H (2.30, -1.04, 1.55)

As for the largest force on an atom: 3.73 eV/A. For the energy above the lowest of the compared OMol25 structures with the same formula, charge and spin, the calculation gives 112.2 kcal per mole. The HOMO-LUMO gap (alpha / beta) is 4.92 / 5.48 eV. The value obtained for the LUMO energy (alpha / beta) is -1.406 / -1.031 eV.

=====

Record 5
Below is an isolated ion of composition C6H6N3O3 and charge -1 at a distorted geometry, with properties calculated with ωB97M-V/def2-TZVPD.

Cartesian coordinates (Å):
H (-2.75, 0.24, -1.70)
N (-1.80, 0.38, -1.38)
C (-1.29, -0.33, -0.44)
C (-2.10, -1.23, 0.35)
C (0.07, -0.17, 0.02)
O (0.42, -1.00, 1.14)
C (1.70, -0.81, 1.77)
O (1.77, -1.54, 2.71)
N (2.61, 0.05, 1.33)
C (2.32, 0.71, 0.16)
O (3.23, 1.32, -0.45)
C (0.94, 0.77, -0.43)
N (0.70, 1.68, -1.42)
H (-1.68, -2.24, 0.37)
H (-2.28, -0.92, 1.34)
H (-3.05, -1.25, -0.23)
H (-0.29, 1.91, -1.70)
H (1.49, 2.41, -1.44)

As for the largest force on an atom: 3.02 eV/A. For the energy above the lowest of the compared OMol25 structures with the same formula, charge and spin, the calculation gives 0.0 kcal per mole. The HOMO-LUMO gap is 7.79 eV. As for the charge: -1. The SMILES is [H]/N=C(\C)c1oc([O-])nc(=O)c1N. The value obtained for the LUMO energy is 3.549 eV.

=====

Record 6
Below is C34H42N6O4S3SiTa as an isolated structure at a distorted geometry, with properties calculated with ωB97M-V/def2-TZVPD.

Cartesian coordinates (Å):
Ta (0.78, 0.59, 0.39)
C (-0.79, -3.96, -2.87)
N (0.02, -3.66, -1.67)
C (0.83, -4.84, -1.24)
C (-0.62, -2.76, -0.71)
C (0.23, -2.50, 0.51)
C (0.25, -3.63, 1.36)
C (1.16, -3.80, 2.39)
C (1.95, -2.72, 2.73)
C (1.80, -1.50, 2.09)
C (0.91, -1.36, 0.98)
H (-1.63, -4.63, -2.69)
H (-0.15, -4.31, -3.67)
H (-1.21, -3.03, -3.21)
H (0.28, -5.53, -0.55)
H (1.75, -4.50, -0.75)
H (1.06, -5.43, -2.12)
H (-1.53, -3.29, -0.35)
H (-0.95, -1.87, -1.20)
H (-0.47, -4.41, 1.17)
H (1.27, -4.73, 2.93)
H (2.65, -2.78, 3.58)
H (2.46, -0.63, 2.31)
O (3.94, -0.51, -2.46)
C (5.08, -0.05, -1.82)
C (6.28, -0.35, -2.47)
C (7.48, -0.02, -1.83)
C (7.47, 0.74, -0.65)
C (6.31, 1.23, -0.13)
C (5.05, 0.77, -0.69)
C (3.73, 1.12, -0.10)
O (2.62, 0.69, -0.68)
N (3.63, 1.75, 1.06)
N (2.36, 1.70, 1.58)
C (2.21, 2.51, 2.74)
S (2.93, 3.99, 2.78)
C (2.58, 4.42, 4.49)
C (1.74, 3.40, 5.18)
S (1.24, 2.08, 4.09)
H (3.21, -0.18, -1.84)
H (6.18, -0.85, -3.41)
H (8.43, -0.24, -2.30)
H (8.43, 0.99, -0.19)
H (6.26, 1.95, 0.68)
H (2.09, 5.37, 4.40)
H (3.51, 4.61, 5.01)
H (0.80, 3.82, 5.55)
H (2.31, 2.88, 5.99)
O (-0.47, 2.29, 0.01)
N (-1.55, 2.49, 0.79)
N (-1.79, 1.52, 1.69)
O (-0.89, 0.51, 1.66)
C (-2.68, 1.69, 2.72)
C (-3.15, 3.01, 2.92)
C (-4.18, 3.22, 3.85)
C (-4.62, 2.22, 4.70)
C (-3.99, 0.97, 4.63)
C (-2.94, 0.74, 3.73)
H (-2.89, 3.83, 2.23)
H (-4.64, 4.18, 3.89)
H (-5.43, 2.37, 5.40)
H (-4.28, 0.14, 5.26)
H (-2.44, -0.22, 3.77)
S (-3.86, -1.32, -0.46)
C (-5.31, -1.43, -1.27)
N (-6.01, -2.62, -1.21)
C (-7.33, -2.73, -1.51)
C (-7.99, -1.65, -2.10)
C (-7.29, -0.43, -2.31)
C (-5.98, -0.30, -1.85)
H (-5.51, -3.36, -0.73)
H (-7.80, -3.69, -1.23)
H (-9.03, -1.79, -2.39)
H (-7.76, 0.42, -2.80)
H (-5.39, 0.61, -1.97)
C (-1.17, 2.00, -3.41)
Si (0.57, 1.39, -3.08)
C (1.76, 2.83, -2.52)
C (1.37, 0.58, -4.60)
C (0.30, 0.11, -1.71)
H (-1.14, 2.79, -4.14)
H (-1.68, 2.30, -2.49)
H (-1.70, 1.14, -3.81)
H (1.57, 3.80, -3.08)
H (2.79, 2.51, -2.85)
H (1.83, 3.06, -1.48)
H (1.73, 1.34, -5.31)
H (0.69, -0.06, -5.18)
H (2.25, -0.03, -4.35)
H (0.84, -0.81, -1.95)
H (-0.74, -0.13, -1.83)

As for the largest force on an atom: 6.99 eV/A. For the energy above the lowest of the compared OMol25 structures with the same formula, charge and spin, the calculation gives 49.4 kcal per mole. The HOMO-LUMO gap is 5.77 eV. As for the charge: +1. The value obtained for the LUMO energy is -3.912 eV.

=====

Record 7
Below is C50H55IN4O4P3Pb as an isolated structure, with properties calculated with ωB97M-V/def2-TZVPD.

Cartesian coordinates (Å):
Pb (-0.59, 1.45, 0.30)
C (3.71, 1.20, -0.25)
P (2.02, 0.53, -0.18)
C (2.08, -0.81, 1.06)
C (1.87, -2.26, 0.79)
C (1.84, -3.19, 2.05)
C (2.37, -2.62, 3.32)
C (2.56, -1.31, 3.44)
C (2.34, -0.40, 2.31)
C (1.59, -0.01, -1.86)
C (1.83, -1.25, -2.45)
C (1.47, -1.48, -3.78)
C (0.90, -0.47, -4.54)
C (0.69, 0.78, -3.97)
C (1.02, 1.00, -2.64)
P (4.88, 0.27, -1.39)
C (6.47, 0.93, -0.78)
C (6.62, 2.19, -0.21)
C (7.88, 2.65, 0.14)
C (9.00, 1.87, -0.08)
C (8.86, 0.62, -0.66)
C (7.61, 0.15, -1.02)
C (4.89, -1.40, -0.61)
C (5.18, -1.62, 0.74)
C (5.21, -2.91, 1.25)
C (4.98, -4.00, 0.41)
C (4.71, -3.79, -0.94)
C (4.67, -2.50, -1.44)
H (4.08, 1.27, 0.78)
H (3.64, 2.22, -0.64)
H (2.46, -2.65, -0.04)
H (2.27, -4.16, 1.82)
H (2.57, -3.30, 4.14)
H (2.92, -0.88, 4.37)
H (2.48, 0.66, 2.50)
H (2.34, -2.04, -1.91)
H (1.68, -2.44, -4.23)
H (0.66, -0.64, -5.58)
H (0.28, 1.59, -4.56)
H (0.88, 2.00, -2.22)
H (5.77, 2.83, -0.03)
H (7.98, 3.64, 0.59)
H (9.98, 2.24, 0.19)
H (9.74, 0.01, -0.85)
H (7.52, -0.83, -1.48)
H (5.41, -0.79, 1.38)
H (5.47, -3.08, 2.28)
H (5.04, -5.01, 0.80)
H (4.57, -4.64, -1.60)
H (4.50, -2.33, -2.50)
C (0.24, 6.33, 1.26)
C (1.33, 5.49, 1.08)
C (1.13, 4.14, 0.81)
C (-0.16, 3.61, 0.70)
C (-1.25, 4.48, 0.89)
C (-1.05, 5.83, 1.16)
H (0.40, 7.38, 1.47)
H (2.34, 5.88, 1.16)
H (1.99, 3.50, 0.68)
H (-2.27, 4.11, 0.83)
H (-1.90, 6.48, 1.30)
C (-0.59, -4.40, 1.97)
C (0.29, -3.19, 1.95)
N (0.40, -2.62, 0.59)
C (-0.39, -2.81, -0.38)
C (-1.54, -3.70, -0.18)
C (-1.45, -4.60, 0.98)
C (-2.52, -3.77, -1.09)
C (-2.63, -2.99, -2.34)
C (-3.36, -1.94, -2.71)
C (-3.33, -1.45, -4.09)
C (-4.34, -0.74, -4.59)
N (-5.50, -0.48, -3.83)
C (-5.48, -0.66, -2.60)
N (-4.23, -1.09, -1.86)
H (-0.53, -5.06, 2.82)
H (-0.11, -2.41, 2.61)
H (-0.14, -2.39, -1.35)
H (-2.12, -5.45, 0.99)
H (-3.28, -4.55, -0.95)
H (-2.07, -3.43, -3.17)
H (-2.50, -1.75, -4.71)
H (-4.36, -0.39, -5.61)
H (-6.32, -0.46, -1.95)
C (-7.84, 1.48, 1.75)
C (-6.35, 1.49, 1.97)
O (-5.70, 1.20, 0.68)
P (-4.11, 1.05, 0.62)
O (-3.93, 1.40, -0.99)
C (-4.09, 2.80, -1.40)
C (-4.93, 2.86, -2.65)
O (-3.85, -0.57, 0.43)
C (-4.47, -1.51, -0.38)
C (-5.91, -1.82, -0.04)
H (-8.35, 1.74, 2.68)
H (-8.19, 0.49, 1.44)
H (-8.12, 2.21, 0.99)
H (-6.04, 0.73, 2.69)
H (-6.00, 2.46, 2.31)
H (-3.10, 3.21, -1.56)
H (-4.57, 3.35, -0.58)
H (-4.47, 2.29, -3.46)
H (-5.02, 3.90, -2.98)
H (-5.94, 2.48, -2.47)
H (-3.89, -2.41, -0.27)
H (-3.75, -0.17, -1.76)
H (-5.91, -2.26, 0.96)
H (-6.32, -2.57, -0.73)
H (-6.56, -0.94, -0.02)
N (-0.40, 2.78, 3.87)
C (-0.57, 1.47, 3.72)
O (-0.48, 0.90, 2.62)
C (-0.82, 0.67, 4.97)
I (-2.06, -1.01, 4.62)
H (-0.20, 3.36, 3.06)
H (-0.49, 3.22, 4.77)
H (-1.29, 1.27, 5.75)
H (0.13, 0.30, 5.35)

As for the largest force on an atom: 0.24 eV/A. For the energy above the lowest of the compared OMol25 structures with the same formula, charge and spin, the calculation gives 35.7 kcal per mole. The HOMO-LUMO gap is 5.66 eV. As for the charge: +3. The value obtained for the LUMO energy is -8.336 eV.

=====

Record 8
Below is a 2-piece molecular cluster, C4H10N2O overall at a distorted geometry, with properties calculated with ωB97M-V/def2-TZVPD.

Cartesian coordinates (Å):
N (-2.33, -0.41, -0.80)
C (-1.34, -0.20, 0.21)
N (-1.33, 1.26, 0.49)
O (-1.23, -0.98, 1.15)
H (-3.23, 0.04, -0.66)
H (-2.51, -1.39, -0.98)
H (-1.70, 1.51, 1.40)
H (-1.60, 2.00, -0.15)
C (1.12, 1.08, -0.08)
C (1.12, -0.25, -0.44)
C (2.12, -1.18, 0.21)
H (0.98, 1.85, -0.82)
H (1.64, 1.41, 0.81)
H (1.02, -0.45, -1.50)
H (1.73, -2.20, 0.27)
H (3.08, -1.24, -0.32)
H (2.45, -0.84, 1.19)

As for the largest force on an atom: 7.28 eV/A. For the energy above the lowest of the compared OMol25 structures with the same formula, charge and spin, the calculation gives 84.7 kcal per mole. The HOMO-LUMO gap is 8.87 eV. The SMILES is NC(N)=O.C=CC. The value obtained for the LUMO energy is 0.468 eV.

=====

Copy entry 8 word for word.
Below is a 2-piece molecular cluster, C4H10N2O overall at a distorted geometry, with properties calculated with ωB97M-V/def2-TZVPD.

Cartesian coordinates (Å):
N (-2.33, -0.41, -0.80)
C (-1.34, -0.20, 0.21)
N (-1.33, 1.26, 0.49)
O (-1.23, -0.98, 1.15)
H (-3.23, 0.04, -0.66)
H (-2.51, -1.39, -0.98)
H (-1.70, 1.51, 1.40)
H (-1.60, 2.00, -0.15)
C (1.12, 1.08, -0.08)
C (1.12, -0.25, -0.44)
C (2.12, -1.18, 0.21)
H (0.98, 1.85, -0.82)
H (1.64, 1.41, 0.81)
H (1.02, -0.45, -1.50)
H (1.73, -2.20, 0.27)
H (3.08, -1.24, -0.32)
H (2.45, -0.84, 1.19)

As for the largest force on an atom: 7.28 eV/A. For the energy above the lowest of the compared OMol25 structures with the same formula, charge and spin, the calculation gives 84.7 kcal per mole. The HOMO-LUMO gap is 8.87 eV. The SMILES is NC(N)=O.C=CC. The value obtained for the LUMO energy is 0.468 eV.